[1]
{"formula": "C26H56AsCl22F6NO", "method": "ωB97M-V/def2-TZVPD", "species": ["H", "H", "C", "H", "Cl", "C", "H", "H", "C", "H", "H", "H", "C", "F", "F", "C", "H", "H", "H", "C", "F", "H", "H", "H", "F", "C", "H", "H", "Cl", "C", "C", "Cl", "H", "H", "H", "H", "H", "As", "C", "Cl", "Cl", "C", "H", "H", "Cl", "Cl", "H", "C", "F", "H", "H", "C", "H", "Cl", "H", "H", "Cl", "H", "Cl", "H", "H", "Cl", "Cl", "H", "H", "H", "C", "C", "H", "H", "C", "H", "Cl", "Cl", "C", "C", "Cl", "C", "H", "Cl", "H", "N", "Cl", "H", "H", "C", "O", "C", "C", "H", "Cl", "H", "H", "Cl", "H", "Cl", "H", "H", "C", "Cl", "H", "F", "H", "H", "H", "H", "H", "C", "C", "C", "Cl", "H", "H"], "positions_angstrom": [[17.5407, 10.4404, 10.9724], [19.2654, 18.0251, 18.0198], [16.7880, 14.5892, 13.4047], [15.1068, 14.1118, 18.1139], [11.5416, 22.1583, 11.7710], [14.4158, 14.9949, 9.5813], [16.8136, 14.1367, 12.4146], [14.6595, 9.2792, 18.5811], [11.8721, 21.9682, 13.4684], [15.8171, 15.5821, 17.3035], [12.7925, 17.6519, 13.9539], [8.2527, 17.2621, 16.0014], [15.9435, 10.9185, 9.6243], [16.4223, 20.2985, 17.2472], [15.5674, 20.4503, 14.8591], [14.5571, 11.3139, 17.6335], [19.3626, 19.0943, 15.8645], [11.8655, 22.9431, 13.9024], [17.8084, 18.2705, 15.9590], [19.4762, 17.4334, 17.1464], [15.4980, 18.3108, 16.2925], [21.0344, 14.8295, 9.3247], [14.1540, 14.8136, 10.6099], [16.8874, 13.8852, 14.2891], [14.2046, 19.5287, 18.0362], [10.9048, 21.1057, 14.1067], [16.2612, 16.5105, 12.1223], [14.9775, 19.4158, 13.3012], [13.6102, 12.0538, 18.9033], [19.0857, 12.8508, 15.6061], [9.3311, 17.4113, 15.8864], [19.2118, 17.1538, 14.5044], [14.2187, 17.6399, 14.8256], [16.3831, 17.2776, 13.7363], [13.7754, 15.5262, 19.6092], [12.3324, 12.6033, 11.1589], [15.2339, 9.3844, 16.8615], [14.9322, 19.9442, 16.4935], [14.9859, 15.1677, 17.8631], [12.5889, 17.0003, 9.5033], [10.9443, 19.4558, 13.3430], [20.1279, 12.1549, 14.7393], [21.0056, 12.8340, 14.7154], [15.9802, 9.9622, 9.1087], [18.7804, 15.8381, 17.4842], [17.8433, 19.5515, 10.7168], [13.9672, 16.8380, 12.0138], [18.9622, 14.4442, 9.3175], [14.3184, 21.5803, 16.6746], [12.9179, 21.6476, 13.5219], [20.8890, 18.4257, 12.3814], [16.4615, 10.7834, 11.0153], [18.8029, 15.4248, 8.8642], [13.5591, 15.0816, 16.7830], [19.4539, 17.7630, 10.2340], [14.2792, 16.9968, 18.8750], [12.3120, 12.8102, 14.7771], [17.6825, 15.2514, 13.4330], [14.2081, 11.4932, 9.6240], [20.2753, 11.1526, 15.1381], [13.5523, 16.2152, 14.4134], [15.5122, 9.5812, 12.0219], [15.8423, 16.0287, 20.3436], [20.5580, 17.3966, 17.1074], [13.6943, 19.1637, 12.1097], [18.8444, 13.8620, 15.2573], [20.3032, 14.2945, 9.9238], [13.0168, 12.7794, 13.1687], [15.4042, 18.9246, 11.6664], [13.4226, 11.7682, 13.0684], [15.7791, 16.6692, 13.0784], [9.9366, 21.4805, 13.7129], [20.2472, 15.1432, 11.5160], [17.5887, 11.8643, 15.6944], [19.1514, 18.3578, 11.1253], [18.8919, 18.1410, 15.9128], [11.4738, 17.7675, 17.5941], [14.4579, 17.3703, 12.8417], [14.2673, 11.7887, 16.6495], [10.1909, 16.2426, 14.8975], [18.7653, 17.7352, 11.9285], [13.6903, 17.2076, 14.0753], [21.4723, 19.6613, 10.3599], [16.4256, 11.7047, 11.5709], [9.1822, 17.9173, 17.8883], [13.2042, 15.4854, 8.8058], [15.5565, 15.3487, 13.5780], [14.5879, 15.9773, 19.0487], [9.7851, 17.2740, 17.2792], [20.5631, 13.2817, 10.0431], [11.5390, 14.6532, 11.7536], [14.7760, 14.1322, 9.0914], [18.0783, 14.3769, 9.9569], [15.6975, 16.2129, 9.6726], [13.8530, 13.4592, 13.1136], [19.6146, 12.0272, 13.0745], [13.5372, 15.7599, 7.8555], [10.8824, 21.0597, 15.2132], [11.9572, 12.9453, 12.1313], [18.5528, 13.3339, 7.9971], [9.6950, 16.1955, 17.5413], [13.4848, 19.5035, 15.6119], [16.4666, 11.7531, 9.1685], [20.2197, 19.9771, 12.1291], [15.5795, 11.6338, 17.8271], [12.3681, 14.7228, 8.8460], [11.0307, 12.3656, 12.2712], [14.5671, 9.8237, 17.6108], [14.6454, 18.7918, 12.4640], [20.4128, 19.0501, 11.6549], [13.0045, 9.3111, 16.9019], [19.5595, 12.8890, 16.6108], [9.3959, 18.3017, 15.3423]], "atomic_forces_ev_per_a": [[-1.3, 0.2, 0.1], [-0.3, 0.4, 0.3], [0.1, 0.4, 1.5], [0.6, 0.4, 0.2], [-0.3, 0.3, -1.2], [-1.0, 0.8, 0.4], [-0.2, -0.5, 0.0], [0.1, 0.9, -0.7], [2.7, 0.5, 0.0], [0.1, 0.0, 0.0], [-0.6, 0.4, 0.5], [0.0, -0.8, -0.7], [-0.9, 0.4, 0.4], [0.4, 0.2, 0.0], [0.0, -0.6, 1.7], [1.5, 1.0, -1.1], [0.4, 0.7, -0.5], [-0.2, 0.7, 0.4], [0.2, 0.0, 0.2], [-0.4, 0.9, -0.1], [0.0, -0.6, -0.5], [0.2, -0.2, 0.0], [-0.1, -0.4, 0.3], [-0.4, 0.6, -1.5], [0.3, -0.1, -0.9], [-2.5, -0.8, -0.1], [0.3, 0.7, -0.2], [-0.1, -0.2, -0.1], [-0.7, 0.0, 0.5], [0.8, -0.3, 0.4], [-0.9, -0.9, 0.2], [0.4, -0.2, -0.9], [-0.2, 0.6, 0.6], [0.5, 0.0, 0.4], [-0.3, -0.3, -0.5], [0.2, -0.1, 0.4], [0.5, 0.6, 0.5], [-0.9, 2.1, -0.4], [-0.3, -0.5, -0.2], [-0.3, 0.2, 0.1], [0.1, -0.1, 0.6], [-0.2, 1.1, 0.6], [-0.2, -0.9, 0.3], [0.0, 0.3, -0.3], [0.1, -0.1, -0.2], [0.6, -0.5, -0.1], [-0.3, 0.1, 0.5], [-2.3, 1.2, -0.7], [0.4, -0.8, -0.1], [-0.3, -0.3, 0.3], [0.8, -0.6, 0.0], [0.9, -1.1, 0.8], [0.4, 0.1, 0.1], [-0.1, 0.2, -0.3], [-0.7, 0.4, 0.6], [0.3, 0.3, -0.5], [-0.2, 0.2, 0.7], [-0.7, -0.2, 0.1], [0.4, -0.4, -0.1], [0.5, 0.2, -0.1], [0.2, 1.0, -0.8], [0.6, 0.5, -0.6], [0.4, 0.0, -0.4], [0.1, -0.5, -0.3], [-0.2, 0.4, -0.2], [0.0, -0.4, 0.1], [-0.1, 1.3, 0.1], [-0.1, -1.2, 0.0], [-0.6, -0.4, 0.4], [0.0, 0.1, -0.2], [-0.5, -0.6, -0.6], [0.2, -0.3, 0.8], [0.2, -0.2, -0.2], [0.2, 0.2, 0.2], [0.7, 0.4, -0.2], [-0.5, -1.1, 1.5], [-0.1, 0.1, -0.1], [1.2, -1.9, -1.2], [0.1, -0.8, 1.0], [-0.1, -0.7, -0.7], [-0.2, -0.1, -0.3], [-0.4, -1.4, 0.6], [0.4, -0.5, -0.3], [-0.1, 0.4, 0.1], [-0.4, 0.1, 0.6], [-0.6, -0.7, 1.8], [1.0, -0.1, 0.1], [-0.4, 0.1, 1.6], [0.9, -0.4, 0.8], [0.5, -1.2, 0.5], [-0.1, 0.0, 0.5], [0.6, -1.0, -0.3], [0.6, -0.3, 0.6], [0.5, 0.2, -0.5], [0.0, 0.5, -0.1], [-0.4, -0.3, -1.0], [0.1, 0.0, -1.8], [0.4, -0.2, -0.8], [-0.2, -0.1, -1.8], [0.4, -0.6, -0.4], [0.0, 0.9, 0.2], [-0.1, -0.2, 0.2], [0.3, -0.4, -0.5], [-0.8, 0.6, 0.9], [0.2, 0.1, 0.0], [1.1, 0.9, -0.3], [0.4, 0.5, 0.5], [-1.0, -1.3, -0.3], [0.3, 1.1, -0.2], [-0.9, 0.4, -0.7], [-0.8, -0.4, 0.0], [-0.7, 0.2, -0.5], [0.6, 1.8, -0.1]], "charge": 0, "e_lumo_ev": 0.116, "e_tot_ha": -14113.598904, "homo_lumo_gap_ev": 10.322}

---

[2]
{"formula": "C6H11N", "method": "ωB97M-V/def2-TZVPD", "species": ["C", "H", "H", "H", "N", "C", "H", "C", "H", "H", "C", "H", "H", "C", "C", "H", "H", "H"], "positions_angstrom": [[0.7155, 0.6821, 1.6542], [-2.2805, -1.3912, -0.4509], [3.0977, -0.5659, 1.1611], [-3.3823, -0.0205, -0.2671], [0.3625, 1.4694, 2.4248], [2.5108, -0.3107, 0.2730], [-2.5863, -0.3076, -1.8222], [-1.3001, 0.5414, -0.2666], [-1.3870, 0.6475, 0.8188], [0.0664, -0.8549, -1.2605], [1.0097, -0.2918, 0.5915], [0.6459, 0.8013, -1.2270], [2.7286, -1.0495, -0.5048], [0.1191, 0.0447, -0.6332], [-2.4478, -0.3461, -0.7369], [0.7189, -1.2759, 0.9824], [2.8432, 0.6704, -0.0821], [-1.4343, 1.5573, -0.6544]], "atomic_forces_ev_per_a": [[-0.3, 0.7, 0.7], [0.0, 0.1, 0.0], [-0.1, 0.0, -0.1], [0.1, -0.1, -0.1], [0.6, -0.7, -0.5], [0.1, 0.0, 0.0], [0.1, -0.1, 0.1], [0.0, 0.1, 0.0], [0.0, 0.0, -0.2], [0.0, 0.1, 0.1], [0.0, 0.0, 0.0], [-0.1, -0.1, 0.1], [-0.1, 0.1, 0.1], [0.0, 0.0, -0.1], [0.0, -0.1, -0.1], [0.0, 0.2, 0.0], [-0.1, -0.1, 0.0], [0.0, -0.2, 0.0]], "charge": 0, "e_lumo_ev": 0.947, "relative_energy_kcal_mol": 7.27, "e_tot_ha": -289.960103, "homo_lumo_gap_ev": 12.175}

---

[3]
{"formula": "C13H21N6NiO6", "method": "ωB97M-V/def2-TZVPD", "species": ["H", "H", "H", "H", "N", "C", "O", "N", "H", "H", "C", "C", "H", "H", "H", "H", "H", "H", "H", "C", "C", "N", "O", "N", "H", "H", "H", "H", "C", "C", "C", "C", "O", "H", "C", "C", "O", "Ni", "C", "H", "C", "O", "O", "N", "H", "H", "N"], "positions_angstrom": [[-1.8745, -1.8864, 3.1516], [2.0670, -1.5832, -0.0527], [3.8191, -1.1559, 0.3060], [-1.7228, -0.5245, 0.5841], [-1.5755, -0.4561, 1.5479], [-1.9261, 1.2721, -4.9281], [-0.1209, 1.7460, -0.1872], [-1.5468, 3.7815, -4.5518], [-0.0003, -3.0800, 2.8261], [2.4254, 0.7361, -0.3966], [2.5519, -1.5964, 1.9954], [-1.9147, 0.0156, -4.2883], [2.6368, -2.6797, 2.0350], [0.7847, 2.3572, 2.9034], [0.1401, -0.9317, 4.1998], [2.5641, 0.6777, 3.3462], [-2.3643, 1.4087, -5.8896], [1.6407, 0.8666, 4.8703], [1.8958, -1.4024, 4.3604], [2.7450, -1.0831, 0.5821], [1.5662, 0.5871, 3.8031], [-2.3995, -1.1969, -5.0258], [-2.4955, 4.0878, -5.2605], [1.0825, -1.2772, 2.3677], [3.1933, -1.0341, 2.7005], [0.3182, -2.8549, 1.1091], [-1.5085, -1.2012, -2.6518], [-0.5430, 2.9535, -2.2562], [-0.3085, 0.7451, -0.9086], [-1.0000, 2.1429, -2.7994], [-1.4879, -0.1637, -2.9961], [0.0730, -2.3211, 2.0640], [-2.9193, -0.9972, -6.0961], [-0.2385, 1.2604, 3.5619], [-0.9426, 0.8800, -2.2364], [-1.4934, 2.3190, -4.1241], [-0.0470, -0.4287, -0.5066], [0.4009, 0.3888, 1.2731], [-1.4326, -1.8233, 2.0742], [3.1198, 0.8953, 1.0447], [1.1525, -0.8376, 3.7922], [-0.7289, 4.5038, -4.0484], [-2.2882, -2.2473, -4.4183], [0.6137, 1.3966, 3.0250], [-2.0219, -2.6353, 1.4662], [-2.3118, 0.0241, 2.0790], [2.4221, 0.3520, 0.5533]], "atomic_forces_ev_per_a": [[0.9, 0.3, -1.9], [-0.4, -0.6, -1.1], [-0.7, -0.7, -0.2], [-0.9, 0.2, -1.5], [-0.1, -0.1, 2.8], [-0.1, -0.1, 1.7], [0.1, 0.3, 0.3], [-1.4, -1.5, 0.0], [0.7, -0.6, 0.4], [-0.1, -0.4, 0.3], [-2.1, 0.4, -0.5], [0.1, 0.8, -0.5], [0.6, 0.0, 0.2], [0.6, 1.4, 0.2], [0.2, -0.2, 0.3], [-0.3, 0.2, 0.3], [0.0, 0.1, -0.6], [0.1, 0.4, -0.5], [-0.4, -0.3, 0.1], [2.1, 1.0, 0.9], [1.2, 1.2, 0.6], [-0.1, 0.7, 1.1], [1.0, 0.0, 0.3], [1.0, -0.2, 0.5], [-0.2, -0.8, -0.4], [-0.1, 0.9, 0.7], [0.1, 0.5, 0.2], [-0.3, 0.3, -0.1], [-0.9, -0.7, -1.0], [0.2, -0.1, -1.4], [0.7, -1.2, 0.4], [-0.7, -0.4, -0.2], [0.2, -0.5, -0.1], [-0.4, 0.7, -0.4], [-0.7, 0.7, -1.4], [0.5, 0.4, 1.1], [0.4, -0.3, -0.5], [0.5, -0.4, 0.5], [-0.3, -1.6, 0.5], [0.2, 0.0, 0.1], [-1.1, -0.6, -1.0], [0.2, 0.5, -0.3], [-0.2, 0.0, -0.9], [-0.8, -2.1, 0.8], [0.9, 1.6, 1.1], [0.2, -0.2, -0.9], [-0.5, 0.7, -0.2]], "multiplicity": 3, "charge": 1, "e_lumo_ev": [-2.969, -2.969], "e_tot_ha": -2795.912221, "homo_lumo_gap_ev": [9.688, 9.824]}

---

[4]
{"formula": "C21H29N3O2", "method": "ωB97M-V/def2-TZVPD", "species": ["C", "C", "N", "C", "O", "H", "H", "C", "C", "H", "N", "H", "C", "H", "C", "H", "C", "N", "C", "C", "H", "C", "C", "H", "C", "C", "C", "H", "H", "C", "H", "H", "H", "H", "H", "H", "H", "H", "H", "H", "H", "H", "C", "H", "C", "H", "H", "H", "C", "H", "O", "C", "H", "C", "H"], "positions_angstrom": [[-3.6115, 1.9433, 0.5160], [2.7061, 1.6363, 0.2097], [1.9041, -0.6634, 0.0331], [-0.5172, -0.3330, -1.8132], [0.5611, -0.4544, -2.3747], [-1.4809, -1.7257, 1.7187], [-0.3484, -3.5700, -1.3700], [-2.2377, 1.3800, -1.2211], [0.4473, -3.0694, -0.8242], [3.0316, 0.0164, 1.6055], [-2.6229, 2.8760, 0.4026], [3.9432, 2.4358, 1.7743], [-0.1379, -1.9762, 0.0727], [-2.9638, -3.5938, 1.3458], [-3.4043, 0.9755, -0.4971], [-4.8173, 2.5917, 2.1798], [1.0067, -1.2481, 0.8353], [-0.8921, -1.0005, -0.7130], [5.4512, 0.6129, 0.3603], [5.1680, 2.0779, 0.0431], [6.3824, 0.3010, -0.1168], [3.8568, 2.5155, 0.6884], [-1.5841, 0.6309, -2.3332], [-1.9197, -4.2931, 0.1160], [-4.2892, -0.0994, -0.6080], [-1.7997, 2.5321, -0.6346], [2.9870, 0.1635, 0.5211], [-1.0956, 1.3114, -3.0317], [-2.7940, -2.7948, -0.2128], [-1.0972, -2.5571, 1.1220], [5.1002, 2.2077, -1.0394], [5.5701, 0.4923, 1.4393], [0.9742, -3.7972, -0.2126], [-6.0259, -1.0144, 0.2154], [1.7307, -0.6413, -0.9688], [5.9872, 2.7024, 0.4052], [1.1392, -2.6505, -1.5482], [-1.7842, -0.7427, -0.3144], [-0.5140, -3.1848, 1.7960], [2.5774, 1.7486, -0.8700], [-0.9530, 3.1398, -0.8903], [4.2091, -0.1885, -1.2080], [-2.2612, -3.3575, 0.5505], [4.5024, -1.3144, 0.1229], [-5.3330, -0.1889, 0.2838], [-2.3269, 0.0490, -2.8841], [-4.1611, -0.8415, -1.3837], [-6.3514, 0.6650, 1.9633], [4.3041, -0.2695, -0.1225], [1.7737, 1.9347, 0.6946], [1.0624, -1.2333, 2.0498], [-4.6697, 1.8477, 1.4112], [-2.5130, 3.6849, 0.9895], [-5.5202, 0.7714, 1.2827], [3.6508, 3.5599, 0.4440]], "atomic_forces_ev_per_a": [[-0.2, -0.5, -0.1], [0.1, -0.1, 0.4], [0.4, 0.2, -0.2], [-0.4, 0.2, -0.2], [0.3, 0.0, -0.3], [0.1, 0.0, 0.1], [-0.1, -0.1, 0.0], [0.0, 0.3, -0.1], [0.0, 0.1, 0.0], [0.0, 0.0, -0.1], [0.1, 0.3, 0.2], [0.0, 0.1, 0.1], [0.3, -0.3, 0.2], [-0.1, 0.0, 0.0], [-0.1, 0.4, 0.3], [0.0, 0.1, 0.1], [-0.3, -0.2, -0.3], [-0.3, -0.2, 0.3], [0.0, 0.0, -0.3], [0.1, 0.0, 0.3], [0.0, 0.0, 0.1], [0.0, 0.1, -0.3], [0.2, 0.1, 0.1], [0.0, -0.1, -0.1], [0.0, 0.0, 0.0], [0.0, -0.2, -0.3], [0.0, 0.0, -0.1], [0.0, -0.1, 0.0], [-0.1, 0.0, -0.1], [0.0, 0.0, -0.2], [0.0, 0.0, -0.1], [0.1, 0.0, 0.1], [0.0, -0.1, 0.1], [-0.1, -0.1, 0.0], [-0.1, -0.1, 0.1], [0.0, 0.0, -0.1], [0.0, -0.1, 0.0], [0.1, 0.1, 0.0], [0.0, 0.1, 0.0], [0.0, 0.0, -0.1], [0.2, 0.1, 0.0], [0.0, 0.0, -0.1], [0.2, 0.1, 0.1], [-0.1, 0.0, -0.1], [-0.1, -0.2, -0.1], [0.0, 0.0, -0.1], [0.0, -0.1, -0.1], [-0.1, 0.0, 0.1], [0.0, 0.0, 0.4], [-0.1, 0.0, 0.0], [0.0, 0.0, 0.4], [0.0, 0.0, 0.1], [0.0, -0.1, -0.1], [0.0, 0.1, 0.1], [0.0, 0.0, 0.1]], "charge": 0, "e_lumo_ev": 0.664, "relative_energy_kcal_mol": 0.00, "e_tot_ha": -1132.448455, "homo_lumo_gap_ev": 8.880}

---

[5]
{"formula": "C6H10", "method": "ωB97M-V/def2-TZVPD", "species": ["C", "H", "H", "H", "C", "C", "C", "C", "H", "H", "C", "H", "H", "H", "H", "H"], "positions_angstrom": [[1.7196, -0.5360, 0.4160], [1.1788, -0.6896, 1.3493], [1.3750, 0.3860, -1.5430], [-2.0511, -0.8409, 0.3088], [-0.0270, 1.2229, -0.1682], [0.6567, 0.1383, -0.7587], [-2.2478, 0.2041, 0.4862], [-1.3425, 1.2061, 0.3553], [2.3336, -1.3893, 0.1300], [-3.2523, 0.4352, 0.8269], [0.2195, -1.2260, -0.8216], [-0.4983, -1.6684, -0.1496], [0.7060, -1.9055, -1.5115], [-1.6972, 2.1917, 0.6566], [0.5293, 2.1520, -0.1262], [2.3977, 0.3193, 0.5497]], "atomic_forces_ev_per_a": [[0.6, 1.4, 0.3], [0.0, -0.1, -0.2], [-0.2, 0.2, 0.0], [0.0, 0.1, -0.1], [-0.9, 0.5, 0.3], [1.7, -1.4, 0.6], [-0.3, -0.3, 0.2], [0.5, 0.6, -0.2], [-0.2, 0.0, -0.1], [0.1, 0.0, 0.0], [-1.3, -1.1, -1.1], [0.2, 0.2, 0.0], [0.0, 0.1, 0.1], [0.0, -0.1, 0.0], [-0.1, 0.0, 0.0], [0.0, -0.2, 0.2]], "charge": 0, "e_lumo_ev": [-0.178, 0.749], "relative_energy_kcal_mol": 106.76, "e_tot_ha": -234.432372, "homo_lumo_gap_ev": [6.296, 7.823]}

---

- charge of number 2 (C6H11N)?
  0

---

- Look up the charge of the fifth one.
  0